Record 1
33
Properties=species:S:1:pos:R:3:lowdin_charge:R:1 method="wB97M-V/def2-TZVPD" largest_force_ev_per_a=3.888 molar_mass_da=218.23 energy_ha=-959.321412 de_lowest_kj_mol=484.4 homo_lumo_gap_ev=8.21
C -1.205 0.991 -1.900 0.081
C -1.873 0.444 -1.060 -0.122
C 2.307 1.342 -0.736 -0.038
C 1.408 2.045 0.050 -0.173
C 2.763 -0.863 -1.676 -0.058
C 1.416 -0.839 0.465 -0.054
C 3.881 0.033 0.394 -0.053
C -4.679 1.446 0.070 -0.111
C -2.079 -2.503 1.282 -0.093
C 2.557 -0.069 -0.349 -0.618
O -2.263 0.352 1.643 -0.227
O -4.289 0.099 0.111 -0.223
O -2.849 -1.761 0.348 -0.207
P -2.744 -0.193 0.399 0.403
H -0.622 1.467 -2.685 0.057
H 2.105 2.531 0.871 0.159
H 0.562 1.548 0.630 0.083
H 1.047 2.833 -0.686 0.087
H 3.287 -0.129 -2.383 0.101
H 1.778 -1.184 -2.051 0.084
H 3.456 -1.600 -1.459 0.041
H 0.464 -0.701 0.055 0.012
H 1.608 -1.915 0.461 0.073
H 1.413 -0.609 1.603 0.114
H 4.573 0.593 -0.190 0.080
H 4.250 -0.936 0.569 0.075
H 3.847 0.467 1.344 0.067
H -3.988 1.925 -0.527 0.047
H -4.603 1.955 0.996 0.079
H -5.726 1.455 -0.223 0.103
H -1.300 -2.994 0.766 0.075
H -2.714 -3.297 1.791 0.119
H -1.787 -1.931 2.073 0.039

---

Record 2
23
Properties=species:S:1:pos:R:3:lowdin_charge:R:1 method="wB97M-V/def2-TZVPD" largest_force_ev_per_a=4.642 molar_mass_da=186.15 energy_ha=-874.540268 de_lowest_kj_mol=453.7 homo_lumo_gap_ev=7.35
C -1.515 3.470 0.482 0.203
C -1.123 2.312 0.438 -0.027
C -1.777 -0.026 0.314 -0.235
C -0.698 0.980 0.334 -0.324
C -3.060 -1.558 1.317 -0.175
C 1.787 1.249 0.017 -0.017
C 3.070 -1.532 -1.042 -0.151
N -2.026 -0.672 1.378 0.000
N 0.483 0.520 0.158 -0.081
O 0.700 -0.687 -2.284 -0.443
O 1.843 -1.659 -0.305 -0.419
P 0.380 -1.129 -0.902 0.758
H -2.012 4.378 0.490 0.026
H -2.351 0.081 -0.649 0.153
H -3.693 -1.389 0.508 0.049
H -2.679 -2.630 1.263 0.114
H -3.673 -1.556 2.274 0.103
H 1.972 1.212 -1.029 0.069
H 1.667 2.322 0.347 0.106
H 2.581 0.647 0.510 0.088
H 2.923 -1.088 -2.053 0.079
H 3.736 -2.447 -1.130 0.104
H 3.465 -0.797 -0.436 0.018

---

Record 3
17
Properties=species:S:1:pos:R:3:lowdin_charge:R:1 method="wB97M-V/def2-TZVPD" smiles="CO[Si](=CCCl)OC" largest_force_ev_per_a=3.644 molar_mass_da=152.65 energy_ha=-1057.952727 de_lowest_kj_mol=347.0 homo_lumo_gap_ev=8.24
C 0.933 -0.462 2.099 -0.732
C -0.046 -1.027 1.042 -0.304
C 1.063 2.434 -0.265 -0.149
C -1.784 -1.622 -2.042 -0.099
O 0.239 1.421 -0.720 -0.196
O -1.288 -0.349 -1.619 -0.221
Si -0.343 -0.008 -0.398 0.520
Cl 0.115 -0.074 3.619 0.494
H 1.718 -1.194 2.328 0.057
H 1.318 0.562 1.844 0.034
H -0.267 -2.139 0.989 0.039
H 0.735 3.034 0.659 0.114
H 1.154 3.224 -1.103 0.115
H 2.026 2.075 0.017 0.065
H -2.849 -1.543 -2.202 0.083
H -1.490 -2.337 -1.272 0.067
H -1.233 -1.994 -2.977 0.113

---

Record 4
7
Properties=species:S:1:pos:R:3:lowdin_charge:R:1 method="wB97M-V/def2-TZVPD" smiles="ONC=S" largest_force_ev_per_a=5.091 molar_mass_da=77.11 energy_ha=-567.975414 de_lowest_kj_mol=329.1 homo_lumo_gap_ev=9.45
C -0.004 -0.433 -0.777 -0.745
H 0.186 0.951 0.955 -0.067
H 0.456 1.553 -1.633 0.212
H 0.311 -1.039 -1.876 0.163
N 0.300 0.856 -0.805 -0.193
O 0.579 1.471 0.336 -0.028
S -0.479 -1.039 0.635 0.658

---

Record 5
46
Properties=species:S:1:pos:R:3:lowdin_charge:R:1 method="wB97M-V/def2-TZVPD" smiles=C#CC[N+](C)(C)CCCCCCCCCC total_charge=+1 largest_force_ev_per_a=1.077 molar_mass_da=224.41 energy_ha=-643.992228 de_lowest_kj_mol=12.2 homo_lumo_gap_ev=10.65
C -1.696 -0.259 2.145 0.187
C -0.563 -0.147 2.514 -0.108
C 0.811 0.006 2.951 -0.128
H 0.838 0.061 4.044 0.152
H 1.216 0.940 2.552 0.146
N 1.678 -1.130 2.513 -0.340
C 1.269 -2.343 3.246 0.013
H 1.441 -2.216 4.314 0.120
H 0.209 -2.533 3.083 0.115
H 1.840 -3.203 2.901 0.121
C 3.079 -0.818 2.842 0.014
H 3.187 -0.650 3.912 0.120
H 3.406 0.076 2.316 0.110
H 3.722 -1.648 2.553 0.123
C 1.521 -1.395 1.050 -0.133
C 1.766 -0.208 0.122 -0.166
H 2.797 0.141 0.197 0.116
H 1.095 0.616 0.370 0.109
C 1.491 -0.608 -1.333 -0.185
C 0.034 -1.010 -1.578 -0.214
C -0.377 -0.828 -3.043 -0.191
C -0.600 0.632 -3.460 -0.201
C -2.054 1.102 -3.363 -0.205
C -2.647 1.170 -1.955 -0.219
C -1.956 2.157 -1.011 -0.276
C -2.112 3.609 -1.447 -0.100
H -1.605 3.789 -2.391 0.069
H -3.163 3.858 -1.568 0.079
H -1.686 4.277 -0.702 0.072
H -0.892 1.920 -0.932 0.082
H -2.389 2.042 -0.013 0.095
H -3.695 1.465 -2.047 0.114
H -2.635 0.172 -1.511 0.094
H -2.674 0.427 -3.958 0.114
H -2.124 2.088 -3.823 0.105
H -0.298 0.742 -4.503 0.113
H 0.039 1.294 -2.874 0.097
H 0.400 -1.271 -3.668 0.113
H -1.295 -1.389 -3.225 0.114
H -0.617 -0.408 -0.944 0.085
H -0.109 -2.059 -1.309 0.114
H 1.734 0.250 -1.959 0.115
H 2.156 -1.421 -1.628 0.123
H 2.207 -2.203 0.786 0.150
H 0.498 -1.744 0.897 0.122
H -2.696 -0.345 1.834 0.051

---

Record 6
12
Properties=species:S:1:pos:R:3:lowdin_charge:R:1 method="wB97M-V/def2-TZVPD" total_charge=+1 largest_force_ev_per_a=2.041 spin_multiplicity=2 molar_mass_da=152.62 energy_ha=-1983.185263 de_lowest_kj_mol=0.0 homo_lumo_gap_ev="6.79 / 9.96"
O 0.426 0.505 0.036 0.094
C -0.431 -0.302 0.772 -0.112
C -1.623 0.390 1.297 -0.053
H 0.059 -1.130 1.294 0.138
H -1.339 1.190 2.005 0.104
H -2.257 -0.326 1.832 0.095
H -2.199 0.855 0.483 0.098
O 0.995 -1.230 -1.309 0.198
C 1.222 -0.003 -0.905 -0.562
O 2.006 0.724 -1.479 0.062
Cu 2.909 0.965 -3.172 0.799
H 0.233 -1.638 -0.852 0.139